No. 1
Formula: C18H23Br3Cl2F4N2O4P3
Source: the Open Molecules 2025 dataset
Level of theory: ωB97M-V/def2-TZVPD

Geometry (Å):
C  4.359  -0.203  -0.056
C  3.172  0.246  -1.092
Cl  3.746  -0.332  -2.800
C  1.721  -0.468  -0.853
C  0.822  0.135  0.373
C  1.411  1.299  1.360
C  1.585  2.779  0.686
C  0.474  3.613  -0.180
C  0.758  5.128  -0.828
C  2.241  5.876  -0.667
C  3.390  5.013  0.177
C  3.076  3.518  0.858
N  0.703  -1.102  1.288
P  1.867  -1.818  2.430
P  2.645  -3.656  1.452
O  2.915  -4.832  2.499
O  4.212  -3.369  0.673
O  1.582  -4.202  0.139
C  -0.486  -1.836  1.206
Br  -1.023  -3.507  2.185
C  -1.562  -1.203  0.095
C  -3.128  -1.209  0.685
C  -4.176  -0.356  -0.244
C  -5.380  -1.236  -0.924
F  -4.989  -1.933  -2.194
Br  -6.290  -2.526  0.305
C  -6.553  -0.136  -1.384
F  -7.110  -0.558  -2.699
F  -5.971  1.237  -1.616
Br  -7.998  -0.148  0.024
P  -1.801  -2.220  -1.525
O  -0.304  -2.448  -2.385
Cl  -2.427  -4.242  -1.062
C  -0.800  0.274  -0.011
N  -1.458  1.121  1.055
F  -1.131  0.852  -1.364
H  4.964  -1.138  -0.483
H  4.005  -0.479  1.024
H  5.150  0.691  -0.029
H  3.158  1.413  -1.162
H  1.932  -1.621  -0.673
H  1.103  -0.315  -1.863
H  2.499  0.947  1.700
H  0.806  1.424  2.380
H  -0.586  3.158  -0.378
H  -0.089  5.703  -1.418
H  2.459  6.948  -1.137
H  4.446  5.539  0.258
H  3.952  2.996  1.452
H  1.259  -2.271  3.654
H  4.070  -3.498  -0.325
H  1.905  -5.116  -0.186
H  -3.186  -0.742  1.780
H  -3.399  -2.348  0.817
H  -3.632  0.273  -1.094
H  -4.697  0.454  0.460
H  -0.333  -1.740  -3.122
H  -1.504  0.651  1.985
H  -2.372  1.524  0.754

Properties
Charge   +1
HOMO-LUMO gap   5.768 eV
E_HOMO   -0.4052 Ha

Here are the natural (NBO) charges for atoms 1 to 5, given in e: -0.67 -0.17 -0.09 -0.48 0.18


No. 2
Formula: C18H23CsN5O
Source: the Open Molecules 2025 dataset
Level of theory: ωB97M-V/def2-TZVPD

Geometry (Å):
Cs  -0.048  -3.683  -0.339
O  -1.117  -1.092  3.227
C  -1.075  -1.285  2.000
N  0.004  -1.346  1.230
C  1.207  -1.239  2.018
C  2.495  -1.424  1.245
C  3.688  -1.175  1.929
C  4.888  -1.336  1.269
C  4.870  -1.751  -0.060
C  3.647  -1.992  -0.649
N  2.469  -1.839  -0.022
C  -2.415  -1.491  1.293
C  -3.561  -1.362  2.073
C  -4.798  -1.531  1.478
C  -4.854  -1.831  0.124
C  -3.663  -1.960  -0.567
N  -2.459  -1.791  -0.010
H  1.216  -1.974  2.840
H  1.258  -0.288  2.569
H  3.653  -0.865  2.966
H  5.827  -1.149  1.774
H  5.784  -1.892  -0.619
H  3.598  -2.327  -1.680
H  -3.440  -1.138  3.122
H  -5.707  -1.434  2.058
H  -5.798  -1.971  -0.385
H  -3.668  -2.197  -1.626
C  1.285  2.175  -0.582
C  1.074  0.936  -1.481
N  -0.298  0.899  -1.978
C  -1.201  0.970  -0.827
C  -1.126  2.363  -0.167
N  0.076  3.053  -0.745
C  -0.158  3.352  -2.200
C  -0.554  2.013  -2.878
H  2.163  2.759  -0.853
H  1.342  1.913  0.474
H  1.257  0.030  -0.907
H  1.757  0.952  -2.332
H  -0.896  0.194  -0.126
H  -2.220  0.761  -1.149
H  -0.986  2.303  0.912
H  -1.990  2.991  -0.379
H  0.232  3.927  -0.249
H  0.769  3.764  -2.594
H  -0.937  4.108  -2.261
H  0.020  1.886  -3.795
H  -1.610  2.012  -3.141

Properties
Charge   +1
HOMO-LUMO gap   7.599 eV
E_HOMO   -0.3720 Ha

Here are the Löwdin charges for atoms 1 to 5, given in e: 1.03 -0.01 -0.59 -0.16 -0.24


No. 3
Formula: C18H23F2Si
Source: the Open Molecules 2025 dataset
Level of theory: ωB97M-V/def2-TZVPD

Geometry (Å):
C  5.739  2.563  1.263
Si  5.141  1.700  -0.343
C  3.341  2.013  -0.746
C  6.332  1.991  -1.840
H  5.653  -0.068  -0.031
H  5.856  3.646  1.108
H  5.006  2.380  2.066
H  6.704  2.107  1.521
H  3.152  3.033  -1.014
H  3.030  1.379  -1.600
H  2.695  1.777  0.127
H  6.419  3.067  -2.075
H  7.305  1.575  -1.531
H  5.923  1.433  -2.698
C  7.457  -2.424  5.455
C  6.750  -2.165  4.147
C  6.969  -3.044  3.073
F  7.691  -4.131  3.339
C  6.411  -2.830  1.821
C  5.746  -1.635  1.524
C  5.168  -1.155  0.187
C  5.495  -1.978  -1.055
C  6.791  -2.545  -1.223
C  6.989  -3.479  -2.268
F  8.103  -4.257  -2.279
C  5.987  -3.764  -3.193
C  6.238  -4.751  -4.318
C  4.787  -3.055  -3.074
C  4.555  -2.163  -2.052
C  5.454  -0.776  2.606
C  5.952  -1.058  3.881
H  7.096  -1.774  6.262
H  7.310  -3.450  5.813
H  8.550  -2.276  5.423
H  6.419  -3.714  1.166
H  3.990  -1.111  0.294
H  7.554  -2.447  -0.459
H  5.465  -4.668  -5.100
H  7.233  -4.615  -4.787
H  6.182  -5.809  -4.061
H  4.095  -3.267  -3.849
H  3.558  -1.663  -2.047
H  4.854  0.125  2.484
H  5.819  -0.372  4.691

Properties
Charge   +1
HOMO-LUMO gap   7.129 eV
E_HOMO   -0.4404 Ha

Here are the natural (NBO) charges for atoms 1 to 5, given in e: -1.13 1.76 -1.17 -1.12 0.07


No. 4
Formula: C18H23F6N2O8TbTe
Source: the Open Molecules 2025 dataset
Level of theory: ωB97M-V/def2-TZVPD

Geometry (Å):
Tb  0.319  0.132  0.248
C  -2.421  -0.359  -1.975
O  -1.805  0.667  -1.204
C  -2.684  1.766  -1.030
C  -1.969  2.890  -0.249
O  -0.932  2.402  0.593
C  -1.160  2.183  1.975
C  -2.330  1.211  2.237
O  -2.158  0.137  1.344
C  -2.915  -1.012  1.692
H  -2.627  -0.008  -2.991
H  -1.719  -1.193  -2.004
H  -3.357  -0.681  -1.504
H  -2.983  2.150  -2.016
H  -3.590  1.436  -0.500
H  -1.441  3.532  -0.958
H  -2.691  3.496  0.308
H  0.393  1.873  3.221
H  -1.322  3.144  2.495
H  -2.267  0.867  3.281
H  -3.301  1.709  2.076
H  -3.989  -0.807  1.616
H  -2.622  -1.789  0.988
H  -2.678  -1.348  2.706
O  2.584  -4.743  2.755
C  2.459  -4.325  1.495
O  2.106  -5.048  0.613
C  2.855  -2.899  1.251
C  3.921  -2.195  1.803
N  3.939  -0.987  1.207
N  2.939  -0.851  0.328
C  2.287  -2.008  0.312
C  1.253  -2.268  -0.827
O  1.658  -2.942  -1.742
O  0.135  -1.690  -0.695
H  2.600  -4.024  3.407
H  4.667  -2.507  2.512
H  4.581  -0.223  1.381
F  -0.159  -1.296  1.969
Te  1.762  -0.798  2.887
F  1.231  -2.521  3.738
F  3.076  -1.080  4.354
F  2.386  1.174  3.337
F  0.508  -0.199  4.221
O  0.055  1.585  2.353
F  -1.512  0.711  -5.891
C  -0.704  0.935  -4.820
C  -0.774  2.149  -4.168
C  0.022  2.362  -3.057
C  0.855  1.356  -2.545
C  1.635  1.518  -1.297
C  0.935  0.157  -3.279
C  0.166  -0.059  -4.403
H  -1.442  2.911  -4.541
H  -0.002  3.328  -2.571
H  1.743  2.588  -1.067
H  2.642  1.105  -1.467
H  1.614  -0.623  -2.953
H  0.227  -0.988  -4.946

Properties
Spin multiplicity   7
HOMO-LUMO gap (spin up / spin down)   6.764 / 6.859 eV
E_HOMO (spin up / spin down)   -0.2706 / -0.2696 Ha

Here are the Löwdin charges for atoms 1 to 5, given in e: 1.72 -0.05 -0.30 -0.16 -0.11


No. 5
Formula: C18H23FN5NaO2S4
Source: the Open Molecules 2025 dataset
Level of theory: ωB97M-V/def2-TZVPD

Geometry (Å):
Na  -1.921  0.917  -1.144
O  -3.306  7.704  -4.303
C  -3.081  6.685  -3.669
S  -1.540  6.307  -2.924
C  -1.982  4.754  -2.163
C  -3.247  4.322  -2.394
S  -3.993  2.889  -1.834
S  -4.248  5.405  -3.402
S  -0.761  3.985  -1.226
C  2.087  -2.910  1.957
C  0.551  -2.811  1.874
C  0.006  -2.489  3.266
C  -0.030  -4.133  1.377
N  0.096  -1.724  1.006
N  0.451  -1.803  -0.359
H  2.383  -3.637  2.718
H  2.493  -1.933  2.225
H  2.519  -3.225  1.004
H  0.253  -3.285  3.973
H  -1.077  -2.373  3.219
H  0.440  -1.551  3.617
H  0.188  -4.934  2.088
H  0.397  -4.409  0.411
H  -1.112  -4.042  1.258
H  0.445  -0.841  1.361
H  -0.222  -2.379  -0.847
H  1.391  -2.163  -0.508
F  -4.594  -5.057  -2.058
C  -3.922  -3.868  -1.895
C  -4.301  -3.012  -0.886
C  -3.608  -1.809  -0.747
C  -2.540  -1.397  -1.571
C  -2.223  -2.344  -2.564
C  -2.883  -3.561  -2.745
H  -5.122  -3.284  -0.230
H  -3.931  -1.156  0.064
H  -1.401  -2.133  -3.249
H  -2.606  -4.258  -3.530
C  4.189  2.641  3.059
N  3.590  2.460  1.754
C  4.192  2.889  0.623
C  3.579  2.780  -0.573
C  2.260  2.223  -0.591
N  1.700  1.735  0.505
C  2.327  1.789  1.689
O  1.911  1.309  2.741
N  1.576  2.180  -1.748
H  4.854  3.504  3.047
H  4.748  1.755  3.372
H  3.390  2.796  3.778
H  5.175  3.326  0.740
H  4.052  3.129  -1.478
H  1.856  2.866  -2.432
H  0.551  2.173  -1.656

Properties
Charge   -2
HOMO-LUMO gap   4.081 eV
E_HOMO   -0.0104 Ha

Here are the natural (NBO) charges for atoms 1 to 5, given in e: 0.87 -0.66 0.15 0.26 -0.42